(1)
{"formula": "C3H2CrO3", "method": "the ωB97M-V functional and the def2-TZVPD basis", "e_homo_ev": [-20.8727, -20.9763], "molar_mass_da": 138.042, "multiplicity": 5, "max_force_ev_per_a": 4.68, "energy_ev": -37682.6958, "gap_ha": [0.330, 0.336], "relative_energy_ev": 3.1619, "total_charge": 2, "species": ["C", "C", "O", "H", "H", "C", "O", "O", "Cr"], "coordinates": [[-1.60, 0.85, 0.00], [-1.31, -0.39, -0.32], [-0.12, -1.04, -0.21], [-2.17, -0.91, 0.25], [-2.35, 1.54, -0.39], [1.10, -0.43, 0.18], [1.14, 0.79, 0.43], [2.14, -1.12, 0.06], [3.17, 0.71, 0.01]]}



(2)
{"formula": "C3H2CuFO3", "method": "the ωB97M-V functional and the def2-TZVPD basis", "e_homo_ev": -19.9865, "molar_mass_da": 168.590, "max_force_ev_per_a": 6.84, "energy_ev": -56619.2089, "gap_ha": 0.317, "relative_energy_ev": 2.7162, "total_charge": 2, "species": ["C", "C", "O", "C", "O", "O", "Cu", "F", "H", "H"], "coordinates": [[-1.19, 0.56, -0.10], [-1.01, -0.87, 0.28], [0.31, -1.00, 0.49], [0.97, 0.18, 0.25], [0.01, 1.12, -0.11], [2.13, 0.34, 0.20], [3.99, 0.53, -0.76], [-1.99, 0.90, -1.03], [-1.48, -1.65, -0.34], [-1.76, -0.11, 1.12]]}



(3)
{"formula": "C3H2ErO3", "method": "the ωB97M-V functional and the def2-TZVPD basis", "e_homo_ev": [-11.1709, -11.2151], "molar_mass_da": 253.306, "multiplicity": 4, "max_force_ev_per_a": 5.36, "energy_ev": -36896.7716, "gap_ha": [0.161, 0.165], "relative_energy_ev": 0.0000, "total_charge": 1, "species": ["H", "O", "C", "C", "C", "O", "O", "Er", "H"], "coordinates": [[1.62, 0.52, 0.84], [-0.31, 0.87, 1.53], [0.59, 0.69, 0.48], [0.15, -0.46, -0.41], [-0.26, -0.33, -1.77], [-0.21, -1.58, 0.29], [-1.02, -0.18, -2.65], [-1.29, -0.95, 2.08], [0.73, 1.43, -0.40]]}



(4)
{"formula": "C3H2F2N2S", "method": "the ωB97M-V functional and the def2-TZVPD basis", "e_homo_ev": [-9.1156, -9.1162], "molar_mass_da": 136.126, "max_force_ev_per_a": 4.17, "energy_ev": -22388.7095, "gap_ha": [0.314, 0.314], "relative_energy_ev": 4.4994, "total_charge": 0, "species": ["C", "C", "C", "N", "N", "F", "F", "S", "H", "H"], "coordinates": [[1.19, 0.76, 1.04], [-0.12, -0.16, -0.35], [-1.53, -0.38, -0.13], [0.71, -0.49, -1.22], [1.92, -0.32, -1.24], [-2.38, -0.16, -1.16], [-1.85, 0.42, 0.95], [2.53, 0.50, 0.19], [1.14, 1.34, 1.98], [-1.60, -1.50, -0.06]]}



(5)
{"formula": "C3H2F2O", "method": "the ωB97M-V functional and the def2-TZVPD basis", "e_homo_ev": -9.7223, "molar_mass_da": 92.044, "max_force_ev_per_a": 2.70, "energy_ev": -10619.7269, "gap_ha": 0.348, "relative_energy_ev": 5.2491, "total_charge": 0, "species": ["C", "C", "C", "O", "F", "F", "H", "H"], "coordinates": [[0.16, -1.19, 1.28], [0.26, 0.54, -1.98], [-0.19, 0.01, 0.45], [0.62, 0.46, -0.65], [-0.86, -1.48, 2.01], [1.31, 0.98, -2.62], [-1.28, 0.01, 0.16], [-0.02, 0.66, 1.36]]}



(6)
{"formula": "C3H2F2O2", "method": "the ωB97M-V functional and the def2-TZVPD basis", "e_homo_ev": -10.3715, "molar_mass_da": 108.043, "max_force_ev_per_a": 4.45, "energy_ev": -12672.8274, "gap_ha": 0.406, "smiles": "C=C(F)F.O=C=O", "relative_energy_ev": 0.2416, "total_charge": 0, "species": ["C", "C", "F", "F", "H", "H", "O", "C", "O"], "coordinates": [[-1.23, 0.53, 0.34], [-0.13, 0.39, 1.03], [0.11, -0.29, 2.12], [1.03, 0.83, 0.62], [-2.17, 0.15, 0.62], [-1.45, 1.06, -0.61], [1.07, -1.70, -0.61], [1.28, -0.86, -1.34], [1.49, -0.12, -2.16]]}